Record 1
C29H62NO6S | wB97M-V/def2-TZVPD

Computed properties:
M   552.883 u
DFT total energy   -2046.1932 Ha
HOMO energy   -0.4170 Ha
Total charge   +1

Each atom is followed by the atoms it is bonded to, with distances in Å.
Cartesian coordinates (Å):
1 S 1.52973 -1.40072 1.73196  C22 1.805, C25 1.808, H72 1.344
2 O -2.73620 -0.60590 1.83158  C14 1.437, C16 1.448
3 O 7.08719 2.82661 -1.51887  C10 1.432, C29 1.430
4 O -6.19106 1.81279 0.55780  C11 1.432, C18 1.423
5 O -2.82369 -5.02501 1.80759  C12 1.439, C33 1.439
6 O -2.20443 2.38811 -3.77319  C19 1.406, C31 1.399
7 O 4.98730 -0.02088 1.25729  C20 1.434, C30 1.442
8 N -0.13724 -3.01371 2.99741  C22 1.450, H49 1.013, H93 1.013
9 C -1.64714 -7.06819 1.49464  C15 1.528, C33 1.522, H47 1.091, H87 1.088
10 C 8.43558 3.30270 -1.59694  O3 1.432, C35 1.523, H60 1.095, H74 1.091
11 C -7.24534 2.51264 1.22868  O4 1.432, C13 1.522, H70 1.094, H86 1.091
12 C -3.62538 -6.08403 2.36196  O5 1.439, C15 1.522, H69 1.094, H90 1.090
13 C -7.07049 3.98118 0.87037  C11 1.522, C23 1.528, H71 1.092, H84 1.088
14 C -3.39555 -1.86590 2.03636  O2 1.437, C32 1.519, H42 1.094, H44 1.082
15 C -3.12806 -7.37113 1.72047  C9 1.528, C12 1.522, H51 1.088, H75 1.091
16 C -3.52237 0.44424 2.44552  O2 1.448, C27 1.525, H48 1.090, H92 1.095
17 C 7.28239 4.10019 -3.49870  C29 1.523, C35 1.528, H67 1.091, H98 1.089
18 C -5.57530 2.66607 -0.39995  O4 1.423, C23 1.523, H83 1.096, H96 1.091
19 C -1.38518 1.40439 -3.19162  O6 1.406, C36 1.513, H40 1.099, H59 1.103
20 C 5.15298 0.30567 2.64349  O7 1.434, C26 1.521, H43 1.098, H57 1.091
21 C 0.57071 -0.11537 -3.91948  C24 1.537, C36 1.526, H62 1.096, H79 1.093
22 C 0.03886 -2.41643 1.68838  S1 1.805, N8 1.450, H77 1.093, H91 1.096
23 C -6.48355 3.88139 -0.53658  C13 1.528, C18 1.523, H94 1.089, H99 1.091
24 C 0.40331 -1.36149 -3.03542  C21 1.537, C37 1.548, H45 1.096, H68 1.095
25 C 1.87335 -0.71197 0.09633  S1 1.808, C34 1.523, H46 1.092, H89 1.096
26 C 6.41937 1.14241 2.73686  C20 1.521, C28 1.529, H53 1.089, H88 1.091
27 C -4.86672 -0.18662 2.79365  C16 1.525, C32 1.524, H54 1.089, H55 1.090
28 C 6.41108 1.86481 1.38958  C26 1.529, C30 1.520, H50 1.092, H95 1.086
29 C 6.39587 3.12600 -2.73387  O3 1.430, C17 1.523, H56 1.096, H63 1.092
30 C 5.87997 0.78516 0.46100  O7 1.442, C28 1.520, H73 1.088, H78 1.093
31 C -2.51537 3.43501 -2.89909  O6 1.399, H39 1.094, H52 1.089, H82 1.098
32 C -4.46792 -1.62786 3.08605  C14 1.519, C27 1.524, H61 1.088, H66 1.092
33 C -1.71046 -5.59985 1.09983  O5 1.439, C9 1.522, H58 1.092, H97 1.097
34 C 0.71902 -0.15828 -0.72800  C25 1.523, C37 1.538, H65 1.090, H80 1.095
35 C 8.67600 3.65225 -3.05920  C10 1.523, C17 1.528, H76 1.091, H81 1.088
36 C -0.69397 0.64754 -4.30473  C19 1.513, C21 1.526, H38 1.093, H64 1.095
37 C -0.03003 -1.21591 -1.55605  C24 1.548, C34 1.538, H41 1.090, H85 1.095
38 H -0.43507 1.39481 -5.05896  C36 1.093
39 H -2.94559 3.06897 -1.96163  C31 1.094
40 H -2.00810 0.74957 -2.56697  C19 1.099
41 H -1.10304 -1.03719 -1.49218  C37 1.090
42 H -3.83025 -2.20900 1.09331  C14 1.094
43 H 4.28053 0.88214 2.97986  C20 1.098
44 H -2.66190 -2.60160 2.33940  C14 1.082
45 H 1.33576 -1.93577 -3.06526  C24 1.096
46 H 2.42782 -1.51577 -0.39349  C25 1.092
47 H -1.09609 -7.18853 2.42911  C9 1.091
48 H -3.61490 1.27240 1.74277  C16 1.090
49 H 0.11633 -2.40592 3.76774  N8 1.013
50 H 5.72747 2.71573 1.41449  C28 1.092
51 H -3.30194 -8.24055 2.35164  C15 1.088
52 H -3.25249 4.05864 -3.40300  C31 1.089
53 H 6.41294 1.81389 3.59372  C26 1.089
54 H -5.35399 0.30929 3.63192  C27 1.089
55 H -5.53271 -0.13486 1.93272  C27 1.090
56 H 6.24623 2.20035 -3.30068  C29 1.096
57 H 5.19834 -0.62113 3.21751  C20 1.091
58 H -0.81362 -5.03705 1.36770  C33 1.092
59 H -0.63815 1.87989 -2.53446  C19 1.103
60 H 8.54270 4.18400 -0.95624  C10 1.095
61 H -5.29323 -2.33125 2.99650  C32 1.088
62 H 1.30022 0.58307 -3.49478  C21 1.096
63 H 5.41800 3.54139 -2.48354  C29 1.092
64 H -1.40057 -0.03805 -4.78337  C36 1.095
65 H 1.15039 0.60890 -1.37099  C34 1.090
66 H -4.04768 -1.71485 4.09069  C32 1.092
67 H 7.09255 5.12428 -3.17262  C17 1.091
68 H -0.34961 -1.99081 -3.52113  C24 1.095
69 H -3.48595 -6.10438 3.44669  C12 1.094
70 H -8.20929 2.13151 0.87821  C11 1.094
71 H -6.35802 4.45737 1.54692  C13 1.092
72 H 1.02211 -0.31194 2.33430  S1 1.344
73 H 5.33145 1.18189 -0.39130  C30 1.088
74 H 9.10053 2.52166 -1.22574  C10 1.091
75 H -3.62883 -7.53639 0.76529  C15 1.091
76 H 8.98416 2.76648 -3.61745  C35 1.091
77 H 0.25836 -3.17953 0.93694  C22 1.093
78 H 6.68634 0.15013 0.08574  C30 1.093
79 H 1.02169 -0.46948 -4.85012  C21 1.093
80 H 0.02184 0.36998 -0.06889  C34 1.095
81 H 9.43968 4.41769 -3.18447  C35 1.088
82 H -1.63134 4.04271 -2.66434  C31 1.098
83 H -4.58358 2.95781 -0.03476  C18 1.096
84 H -8.00579 4.53615 0.91458  C13 1.088
85 H 0.13273 -2.19510 -1.09417  C37 1.095
86 H -7.16542 2.31569 2.29882  C11 1.091
87 H -1.17821 -7.68790 0.73353  C9 1.088
88 H 7.29385 0.49451 2.81709  C26 1.091
89 H 2.60468 0.05532 0.37382  C25 1.096
90 H -4.67178 -5.87056 2.14627  C12 1.090
91 H -0.79631 -1.79527 1.34414  C22 1.096
92 H -3.00198 0.79599 3.34278  C16 1.095
93 H -1.12307 -3.22164 3.10705  N8 1.013
94 H -5.94484 4.77471 -0.84891  C23 1.089
95 H 7.38733 2.22830 1.08192  C28 1.086
96 H -5.45152 2.11078 -1.33107  C18 1.091
97 H -1.88111 -5.48679 0.02219  C33 1.097
98 H 7.12687 4.04998 -4.57502  C17 1.089
99 H -7.27214 3.68546 -1.26489  C23 1.091

=====

Record 2
C29H63Cl24INO4P2 | wB97M-V/def2-TZVPD

Computed properties:
M   1529.550 u
DFT total energy   -13523.5937 Ha
HOMO energy   -0.1616 Ha
Total charge   -1

Each atom is followed by the atoms it is bonded to, with distances in Å.
Cartesian coordinates (Å):
1 I 3.02898 0.16458 4.15169  C41 2.163
2 Cl -4.24600 -2.59743 10.89459  C56 1.782
3 Cl -2.13124 -8.81813 0.15613  C42 1.780
4 Cl -0.34263 3.29732 2.48881  C51 1.776
5 Cl -5.46270 -2.32529 -0.95952  C50 1.778
6 Cl -1.36910 3.01605 10.12285  C34 1.784
7 Cl -1.49342 6.41265 9.80922  C35 1.784
8 Cl 5.42185 -1.34472 9.98795  C60 1.785
9 Cl 3.96722 -0.37044 -3.81516  C43 1.783
10 Cl -3.20023 -3.62429 7.81975  C61 1.782
11 Cl -4.30752 1.54933 -3.24577  C57 1.779
12 Cl 1.36536 1.78041 -12.43474  C48 1.783
13 Cl 0.05798 1.51226 -7.13760  C40 1.785
14 Cl -1.09635 5.63279 4.84723  C45 1.785
15 Cl -6.80191 0.01605 -4.93742  C59 1.781
16 Cl -2.73700 -6.84824 -2.55493  C52 1.779
17 Cl 0.43464 -0.13067 7.95429  C33 1.785
18 Cl 3.55386 6.69320 -7.79347  C54 1.783
19 Cl 4.14606 3.68705 -6.30202  C47 1.780
20 Cl 6.99754 0.13154 7.34488  C36 1.784
21 Cl 3.40708 2.45461 -2.01638  C58 1.784
22 Cl -1.71310 -0.95869 -5.61892  C53 1.777
23 Cl -4.75561 -4.80570 -3.18278  C44 1.785
24 Cl -1.21137 1.46105 5.44139  C46 1.784
25 Cl 2.80727 0.70992 -9.54409  C49 1.780
26 P 0.68556 -2.28146 -0.21585  P27 2.254, O30 1.755, O31 1.772, H64 1.451, H91 1.459, H116 1.443
27 P -0.51290 -2.02906 -2.10843  P26 2.254, O28 1.685, O29 1.668, N32 1.592
28 O -0.18841 -3.36119 -3.08729  P27 1.685, H68 0.961
29 O 0.07704 -0.69576 -2.91866  P27 1.668, H92 0.965
30 O 1.87230 -1.07210 -0.67458  P26 1.755, C55 1.415
31 O 1.53256 -2.71491 1.27956  P26 1.772, C37 1.416
32 N -2.08864 -1.93142 -1.90723  P27 1.592, H122 1.018
33 C -1.07543 -0.65446 7.16065  Cl17 1.785, C46 1.507, H78 1.088, H86 1.088
34 C -1.44905 3.95289 8.60665  Cl6 1.784, C35 1.508, H110 1.087, H124 1.090
35 C -0.70233 5.25903 8.70135  Cl7 1.784, C34 1.508, H104 1.087, H114 1.089
36 C 5.24486 -0.14837 7.52969  Cl20 1.784, C60 1.508, H73 1.087, H94 1.088
37 C 2.86744 -2.33539 0.99864  O31 1.416, C55 1.544, H71 1.102, H90 1.097
38 C 4.31294 0.83715 1.45801  C39 1.534, C41 1.548, H115 1.093, H123 1.097
39 C 3.93791 -0.05076 0.26444  C38 1.534, C55 1.529, H95 1.099, H105 1.095
40 C 0.57241 -0.17569 -6.86893  Cl13 1.785, C53 1.507, H112 1.088, H117 1.087
41 C 4.67276 0.06329 2.74976  I1 2.163, C38 1.548, H69 1.092, H113 1.087
42 C -3.48506 -8.95972 -0.99133  Cl3 1.780, C52 1.509, H63 1.090, H98 1.088
43 C 2.49112 0.62933 -3.82654  Cl9 1.783, C58 1.510, H82 1.091, H88 1.089
44 C -5.96481 -3.50641 -3.37221  Cl23 1.785, C50 1.508, H87 1.090, H99 1.088
45 C -1.59050 5.63950 3.13172  Cl14 1.785, C51 1.508, H62 1.089, H121 1.087
46 C -1.09969 -0.30083 5.69608  Cl24 1.784, C33 1.507, H77 1.089, H106 1.088
47 C 4.28829 5.29770 -5.55657  Cl19 1.780, C54 1.508, H66 1.090, H84 1.087
48 C 1.84300 2.78086 -11.03836  Cl12 1.783, C49 1.508, H67 1.088, H102 1.089
49 C 3.08969 2.26291 -10.36616  Cl25 1.780, C48 1.508, H103 1.089, H120 1.087
50 C -5.51993 -2.21483 -2.73365  Cl5 1.778, C44 1.508, H76 1.086, H96 1.090
51 C -1.83868 4.24761 2.60614  Cl4 1.776, C45 1.508, H65 1.088, H118 1.089
52 C -3.08274 -8.58585 -2.39662  Cl16 1.779, C42 1.509, H85 1.090, H101 1.088
53 C -0.57366 -1.14971 -6.96969  Cl22 1.777, C40 1.507, H79 1.089, H108 1.088
54 C 3.25929 6.26393 -6.08789  Cl18 1.783, C47 1.508, H74 1.089, H100 1.087
55 C 2.68071 -0.89500 0.47345  O30 1.415, C37 1.544, C39 1.529, H89 1.104
56 C -3.09916 -3.91380 10.53761  Cl2 1.782, C61 1.508, H70 1.087, H109 1.089
57 C -4.89491 1.96127 -4.87360  Cl11 1.779, C59 1.510, H72 1.088, H81 1.089
58 C 2.80916 2.09585 -3.65860  Cl21 1.784, C43 1.510, H75 1.090, H83 1.090
59 C -6.38296 1.74584 -5.00884  Cl15 1.781, C57 1.510, H93 1.089, H119 1.087
60 C 4.79639 -0.02398 8.96368  Cl8 1.785, C36 1.508, H97 1.087, H111 1.089
61 C -2.24961 -3.61633 9.32746  Cl10 1.782, C56 1.508, H80 1.088, H107 1.089
62 H -2.50591 6.22632 3.06885  C45 1.089
63 H -3.81380 -9.99821 -0.96922  C42 1.090
64 H 1.40249 -3.31170 -0.94376  P26 1.451
65 H -2.53335 3.70273 3.24233  C51 1.088
66 H 4.14601 5.16392 -4.48386  C47 1.090
67 H 1.00527 2.81254 -10.34550  C48 1.088
68 H -0.79811 -4.04913 -2.80702  O28 0.961
69 H 5.49984 0.57618 3.24418  C41 1.092
70 H -3.67024 -4.82951 10.40525  C56 1.087
71 H 3.23514 -2.97125 0.17748  C37 1.102
72 H -4.34021 1.36017 -5.59115  C57 1.088
73 H 5.01673 -1.13083 7.12476  C36 1.087
74 H 3.29736 7.18979 -5.51623  C54 1.089
75 H 1.90435 2.68671 -3.80208  C58 1.090
76 H -6.21607 -1.41975 -2.98482  C50 1.086
77 H -1.97251 -0.74744 5.22310  C46 1.089
78 H -1.90841 -0.20112 7.69434  C33 1.088
79 H -0.18671 -2.16651 -6.91803  C53 1.089
80 H -1.76232 -2.64722 9.41450  C61 1.088
81 H -4.65996 3.01091 -5.04638  C57 1.089
82 H 1.82801 0.26009 -3.04279  C43 1.091
83 H 3.55696 2.43259 -4.37583  C58 1.090
84 H 5.29958 5.65816 -5.72749  C47 1.087
85 H -3.89893 -8.80943 -3.08314  C52 1.090
86 H -1.13816 -1.73392 7.27908  C33 1.088
87 H -6.10382 -3.35521 -4.44302  C44 1.090
88 H 2.00805 0.47453 -4.79071  C43 1.089
89 H 2.02513 -0.41746 1.22317  C55 1.104
90 H 3.58724 -2.40666 1.82280  C37 1.097
91 H -0.28250 -3.33445 0.07332  P26 1.459
92 H -0.68125 -0.31234 -3.37578  O29 0.965
93 H -6.72685 2.12101 -5.97195  C59 1.089
94 H 4.73756 0.59751 6.92116  C36 1.088
95 H 4.76601 -0.69335 -0.06581  C39 1.099
96 H -4.52864 -1.91847 -3.07623  C50 1.090
97 H 5.11863 0.91826 9.40036  C60 1.087
98 H -4.29712 -8.33136 -0.63300  C42 1.088
99 H -6.90368 -3.85713 -2.94873  C44 1.088
100 H 2.25515 5.85345 -6.01445  C54 1.087
101 H -2.20143 -9.13700 -2.71698  C52 1.088
102 H 2.02098 3.78714 -11.41468  C48 1.089
103 H 3.41497 2.97047 -9.60465  C49 1.089
104 H 0.31719 5.10814 9.04729  C35 1.087
105 H 3.70184 0.59888 -0.58542  C39 1.095
106 H -0.21116 -0.65982 5.18069  C46 1.088
107 H -1.48073 -4.38037 9.22217  C61 1.089
108 H -1.12412 -1.03498 -7.90100  C53 1.088
109 H -2.46157 -4.02629 11.41316  C56 1.089
110 H -2.49741 4.11060 8.36549  C34 1.087
111 H 3.70944 -0.07370 9.01010  C60 1.089
112 H 1.04295 -0.22989 -5.88992  C40 1.088
113 H 4.96740 -0.96947 2.58128  C41 1.087
114 H -0.66907 5.73189 7.72112  C35 1.089
115 H 3.45758 1.48753 1.65713  C38 1.093
116 H -0.16404 -1.32427 0.45153  P26 1.443
117 H 1.31910 -0.40292 -7.62548  C40 1.087
118 H -2.26105 4.30340 1.60367  C51 1.089
119 H -6.93372 2.25724 -4.22311  C59 1.087
120 H 3.89999 2.12512 -11.07801  C49 1.087
121 H -0.81477 6.14598 2.56280  C45 1.087
122 H -2.50536 -2.70192 -2.42578  N32 1.018
123 H 5.16334 1.46378 1.16342  C38 1.097
124 H -1.00590 3.33267 7.82763  C34 1.090